{"formula": "C77H188N20O16", "method": "ωB97M-V/def2-TZVPD", "gap_ev": 8.4, "e_homo_ev": -8.21, "species": ["H", "H", "H", "N", "C", "H", "H", "O", "C", "H", "H", "H", "H", "H", "N", "C", "H", "C", "O", "H", "N", "H", "C", "C", "C", "H", "H", "C", "H", "H", "H", "H", "H", "H", "H", "H", "C", "H", "H", "H", "C", "H", "H", "C", "H", "C", "N", "N", "H", "O", "H", "C", "N", "H", "H", "H", "H", "H", "H", "C", "H", "H", "H", "H", "H", "H", "H", "H", "H", "H", "H", "H", "H", "H", "H", "H", "C", "H", "H", "H", "H", "C", "C", "H", "C", "H", "C", "H", "H", "H", "C", "C", "C", "H", "H", "C", "H", "H", "H", "H", "C", "N", "C", "H", "H", "H", "H", "H", "H", "C", "O", "O", "O", "H", "C", "H", "H", "H", "C", "H", "C", "C", "H", "H", "N", "C", "H", "C", "C", "O", "H", "H", "C", "C", "H", "H", "C", "H", "C", "H", "H", "C", "H", "H", "H", "H", "H", "O", "H", "H", "H", "N", "H", "H", "H", "H", "H", "H", "H", "O", "H", "H", "H", "H", "H", "C", "C", "H", "H", "C", "C", "C", "O", "H", "H", "H", "C", "H", "N", "O", "H", "C", "H", "C", "N", "O", "H", "H", "H", "H", "N", "N", "N", "H", "H", "C", "H", "H", "C", "H", "H", "H", "H", "C", "H", "H", "C", "C", "C", "H", "H", "C", "H", "H", "H", "H", "H", "H", "H", "H", "H", "C", "H", "C", "O", "H", "N", "H", "H", "C", "H", "O", "H", "C", "O", "C", "C", "C", "C", "C", "C", "N", "C", "H", "H", "H", "O", "H", "H", "N", "H", "H", "H", "C", "H", "H", "H", "H", "H", "H", "C", "C", "H", "H", "H", "C", "C", "C", "C", "H", "N", "H", "H", "H", "H", "C", "H", "H", "H", "H", "H", "C", "H", "H", "H", "C", "C", "H", "N", "H", "H", "H", "H", "H", "H", "C", "C", "N", "H", "H", "H"], "coordinates": [[8.07512, 3.94321, 0.06932], [2.47378, 3.45957, 7.52592], [-4.46627, -4.59808, 1.93503], [-6.95977, 3.27546, -0.63959], [0.31619, -6.46439, -1.79799], [2.23926, 7.61896, -3.64821], [-6.51637, 0.01741, 1.35356], [1.58191, 0.92325, -0.20301], [-4.58184, -2.14053, 3.64950], [9.80194, 1.92665, -1.08183], [6.21127, -0.86175, 3.56251], [5.08932, -1.11642, -1.73235], [-6.86728, 4.62170, -1.88782], [3.19999, -6.95674, -3.19360], [6.63485, -0.05959, 3.15814], [-7.90464, 1.15952, 0.08079], [-1.56331, -6.40571, 2.55651], [0.62372, 2.86381, -4.28121], [-2.33503, -2.67612, -5.05930], [-0.65350, 4.51051, 5.03088], [-7.09120, -2.01045, -3.09602], [2.79523, -7.84989, 3.26113], [7.80362, -0.54414, -2.28483], [-1.93315, -6.24519, 3.66426], [3.08199, -7.24959, 4.09147], [-5.74370, 0.11273, -2.25477], [1.46058, -8.40625, -2.03555], [3.48567, 3.53889, 0.58281], [1.06649, -3.70980, -6.86831], [-0.57495, 6.00916, 4.24792], [-0.86164, 1.64915, 2.37699], [-1.70680, 3.41786, -5.01680], [0.42335, -2.48039, 1.44223], [-1.08361, -2.64449, -3.39333], [-0.05749, 4.91686, -2.45142], [-2.56348, 0.72949, -4.07350], [-0.22347, 5.01062, 4.14654], [1.52585, 8.49333, 1.24255], [3.52161, -5.66234, 0.39416], [6.41843, 2.19180, -5.04476], [5.66808, -0.33707, -1.11986], [-0.04873, 9.33288, 1.46411], [-2.79520, -1.73504, 5.31824], [-8.85189, 2.42955, -1.88191], [-10.20883, 2.95857, 0.55960], [1.60732, 0.57998, 2.65127], [1.93516, 5.72691, 2.88104], [0.46273, -3.28707, -7.56651], [7.02808, 1.50559, 0.73425], [3.01171, -0.62299, 5.46433], [-9.27747, 3.39012, -2.19018], [7.65404, 4.01262, -0.96561], [-2.03624, -4.33381, 5.33751], [7.81540, 1.32496, -4.41399], [-1.94976, 2.16623, 1.15798], [1.38273, 1.28071, 5.91416], [-1.08293, 4.84992, -0.15270], [8.09423, -0.39020, -3.29500], [-6.19551, -4.26141, 1.50045], [-0.71815, 0.55226, 0.46840], [-1.99385, -2.64170, -8.39012], [-5.30797, -4.10321, 3.94894], [-2.51634, -0.24615, 1.19230], [1.62062, 2.45416, -4.18769], [-0.04210, -1.72055, -6.33932], [8.15246, 4.86569, -1.46262], [5.32457, -2.94407, 5.20347], [9.41742, 1.52691, -2.78268], [-1.65032, -2.02559, 2.80828], [2.38019, 0.20304, 3.33833], [0.42902, -5.25056, 4.72838], [-4.12804, -0.60255, -2.88165], [3.89531, -4.21876, -3.01093], [-4.72427, 1.57958, -3.64967], [6.65000, 4.30348, -0.68994], [-0.61190, 1.55797, -1.39144], [-3.33354, -3.29439, -1.36768], [-1.68788, -5.05821, 5.98427], [2.43789, -7.54647, 4.94079], [1.36369, -6.38000, 1.49897], [-1.20368, -5.00936, -2.08793], [-5.50497, -3.24889, 3.24953], [-5.65734, -1.96935, -2.84309], [-1.10751, -1.08658, -4.38948], [-5.59266, 1.81780, 0.73757], [8.62771, -0.24826, -1.62813], [-0.61408, -2.45179, -6.85301], [-1.31282, -7.00428, 4.20954], [3.25465, -7.64431, -1.45165], [-3.16991, 2.40314, -6.56216], [5.93574, 1.08868, 3.06914], [-0.99466, -1.18565, 2.43054], [-6.11532, 4.16766, 1.54873], [4.08943, -7.51531, 4.34386], [2.26719, 5.08550, 6.70816], [7.79707, 2.69544, -1.81614], [4.20858, 2.04719, 3.59873], [-0.90677, -1.34935, -8.59205], [0.38346, 6.33857, 0.87197], [4.38956, 0.65967, 4.52151], [1.34452, 5.23652, 4.14328], [-4.00008, 2.19685, -3.78931], [-0.04048, 8.21940, -0.29321], [0.46767, -7.92105, -3.42905], [-5.16301, 1.29559, -0.09329], [-1.20523, 7.09149, 1.04287], [5.59468, -4.76464, 2.83457], [-1.17514, -0.12969, -1.65270], [1.53812, 1.76575, 0.27419], [0.45354, -1.65815, 2.16301], [2.01747, 3.30621, 5.54824], [3.00347, -5.85965, 3.83773], [1.55480, -2.74841, -3.98014], [4.00416, -2.08633, 5.05843], [-1.31590, 8.97998, -0.69072], [-7.16716, -2.30675, 4.15571], [3.75755, 4.10812, 6.49071], [-0.63701, -3.87911, -5.21044], [-5.83925, 3.29914, 0.32092], [3.56643, -0.23041, 1.34075], [2.74862, -1.00245, 1.33428], [-1.47411, -0.58281, 1.12320], [-2.35158, 0.79264, -6.43425], [-2.52502, -3.41356, -0.66513], [6.92656, 1.62769, -1.20333], [0.20084, 5.64198, -1.67772], [-9.54979, 1.57592, -1.78554], [-3.67310, -1.11835, 5.51844], [0.50601, -7.95903, -2.36960], [-4.83202, -1.76259, 4.99554], [-1.77897, -6.55935, -2.12772], [4.96404, 0.34383, -0.65725], [0.55338, 6.92289, -2.44860], [-0.42635, 6.81726, 0.31564], [-7.34905, -1.98436, -4.05957], [-0.27164, 8.32740, -3.88657], [3.43145, -6.81946, -2.14127], [3.14583, -3.51446, -1.41227], [3.72992, -4.96801, 4.67009], [3.52128, 2.16942, -0.95335], [-0.05665, -4.06152, -8.09072], [-0.91091, 5.80748, -0.68512], [-4.33024, 3.09487, -4.17239], [4.63216, -5.34256, 5.10380], [-4.74542, -1.29790, 3.03240], [-3.87673, -4.21408, -1.28295], [2.16855, -4.61503, 0.25050], [-0.42854, 1.86013, -4.47576], [-2.00851, -4.18070, -6.39487], [6.34248, 3.64628, -3.03860], [-1.49232, 7.34389, -3.03570], [1.10436, 0.41385, 6.31335], [-8.81867, 3.25589, 1.67720], [1.54170, -0.00061, -2.40869], [-5.75650, -3.50730, -1.20401], [5.03815, 1.40283, -3.00386], [1.79544, 5.04661, 2.13611], [-5.44008, -0.20056, -3.98727], [-6.15772, -1.87027, -0.75188], [1.39992, -5.43275, -3.51194], [0.54217, -4.81078, 3.09947], [-1.97194, -4.16951, 3.29713], [2.17788, 9.15504, -1.95210], [-1.93519, 8.29213, -1.32489], [-2.21708, -1.28468, -7.37348], [0.17007, -6.40140, -0.30686], [-6.86024, 1.08175, 1.18738], [-1.14458, 9.87770, -1.27314], [-1.86263, 5.98927, -1.18614], [-9.11898, 3.33026, 0.59331], [0.70083, 9.02219, 0.74055], [5.99516, 0.89134, -3.29996], [6.27714, 2.05917, 2.34814], [7.41010, -1.54535, -2.27542], [1.97278, 1.51123, 2.20521], [3.96203, 4.65110, 2.21085], [2.21143, 4.05871, 4.37453], [6.21629, -0.81894, -0.28323], [1.93900, -0.75988, -3.02505], [-4.19513, -2.26016, -0.90366], [-9.13112, 4.40936, 0.36968], [7.25146, 3.05716, -3.23507], [-0.51391, -7.14537, 0.11759], [6.60536, 0.41389, -1.99502], [-6.92729, -2.83130, 3.32845], [-3.28176, -6.47428, 3.89500], [-0.64023, 4.50917, 3.29057], [-0.99969, -0.47841, 3.26905], [-4.36402, 3.31730, -1.28642], [2.68073, 6.49101, -2.34893], [4.27683, 4.16531, 1.43623], [4.10281, 2.65036, -0.30546], [1.21342, -1.81642, 5.93952], [4.53510, -6.69494, -2.05330], [-6.70593, 3.52613, 2.26416], [3.68881, -4.35651, -1.90738], [-3.37656, -7.85809, 2.42309], [2.06089, -0.39123, -3.97957], [-1.30380, 0.78881, -1.00396], [-7.51408, 0.61447, -0.80244], [3.06478, -4.74986, 5.51980], [-8.85750, 0.73952, 0.31790], [0.20082, -3.58804, 4.17488], [-1.55601, -4.82553, 4.03156], [2.71626, -1.54879, 0.39859], [1.09946, -1.93507, -0.96030], [2.74195, -5.58235, -1.59951], [-1.40738, -3.35471, -5.88998], [1.92801, 6.71485, -3.10027], [3.00458, -1.78941, 2.10424], [9.77766, 3.08226, -2.38609], [-0.98001, -5.93344, -2.47554], [0.58158, 3.62863, -5.05052], [-0.28820, -8.63975, -1.99109], [-3.74173, -8.52856, 4.01625], [-3.85383, -1.04839, 6.61529], [7.44876, -0.15997, 2.59065], [-0.29211, 2.60869, 0.99037], [-3.58049, -0.11037, 5.06544], [0.86262, -3.48281, -1.69445], [0.30045, -1.86494, 6.36005], [-4.63123, 3.92321, -0.44954], [1.73643, -2.66271, 5.73504], [1.41050, -2.04773, -2.99826], [-7.37638, 4.58404, -1.08339], [7.96573, 3.72146, -3.75593], [1.35534, -5.43409, -2.13566], [-1.96079, 9.14460, 0.16115], [-1.76612, 2.92054, -3.27113], [4.69790, -4.17804, 2.55413], [-7.57075, -2.81487, -2.70365], [2.25463, 3.64237, 0.64559], [5.72287, -0.01249, -3.86621], [1.48057, -6.55467, 0.46835], [7.55760, 1.20465, 0.00194], [-1.66094, 2.54323, -4.28064], [-3.10568, 1.44939, -6.01939], [0.01740, -4.65087, 3.98353], [-5.46855, -2.47539, -1.40113], [-5.21807, -3.77846, 1.88151], [-8.24653, 2.56832, -0.44796], [0.66306, 0.04294, 0.35843], [3.99099, -3.71849, 3.85041], [-7.04488, -2.23548, 2.51105], [4.92309, -3.35085, 1.94101], [1.75676, -7.60803, 0.43539], [1.24825, 9.11322, -2.14067], [1.53120, 5.93445, 4.96498], [1.86712, 5.82837, -3.74028], [0.90073, -2.46169, -1.78958], [-0.55951, 6.76000, -4.42383], [-5.24210, -2.65668, -3.55762], [1.19424, 6.45385, 2.62577], [-2.84720, 1.66427, -4.56219], [-7.22692, 1.50420, 2.15117], [-4.05326, 0.95213, -6.10792], [4.05515, -4.79900, 1.96559], [-1.45741, -1.39236, 0.44983], [0.92438, -1.98117, 3.12814], [-4.89454, -7.54046, 3.28934], [-5.20998, -0.55034, -2.96855], [1.86401, -0.66483, 5.86881], [-8.06167, 2.25213, -2.69056], [-0.90748, -5.92344, -3.51871], [-3.04594, -4.49892, 5.34450], [1.32186, -0.45461, 1.60886], [-1.65966, -1.97236, -3.99489], [-0.89052, 1.78206, 1.28105], [-0.50955, 7.34173, -3.50131], [0.54504, 3.24813, -3.23157], [4.70573, -2.59796, 4.49689], [-4.94216, -3.00340, 1.20443], [-3.46632, -2.35255, 3.53576], [1.06758, 9.92736, 0.26606], [0.11081, 0.27200, 6.16383], [2.61998, 4.04395, 6.61976], [-6.56541, 5.12870, 1.30019], [0.70019, 0.85176, 3.16992], [1.94258, 3.39525, 3.55386], [1.06429, 5.33831, -1.12402], [-2.45806, -1.46782, -3.41533], [-1.46177, -1.85033, -7.87199], [-2.89187, -3.26930, -2.37981], [-2.38097, 1.11028, -0.96153], [-3.72366, 3.85332, 0.14976], [9.26018, 2.23438, -1.98334], [6.92722, 1.85576, -4.13979], [1.30434, -4.52551, -3.78653], [0.88337, 7.93697, -1.43185], [-5.12436, 4.25147, 2.03617], [5.09051, 2.68288, -0.59874], [-4.91375, 4.94172, -0.59449], [4.64720, -4.63037, -1.48512], [3.29368, 4.35175, 4.34240], [-4.89638, 1.77332, 1.58831], [-3.82560, -7.62803, 3.35219], [2.51872, -5.59508, -0.10605], [4.78487, 1.23007, 3.80113], [-0.32074, -5.43766, -0.12480], [3.03236, -3.26305, 3.64339], [5.21034, 3.78494, 1.48318]]}